1.
Here is 2 unconnected molecules or ions with the total composition C3H11O from the Open Molecules 2025 dataset. Energies are from wB97M-V/def2-TZVPD.

- E_LUMO (eV) = -4.82
- charge = +1
- energy above the lowest of the compared OMol25 structures with the same formula, charge and spin (kJ/mol) = 17.89
- 2S+1 = 1

Cartesian coordinates (Å):
1 O 0.4021 0.2374 2.3654
2 C 0.7152 -1.0297 -0.5191
3 C -0.7750 1.0143 -0.7390
4 C -0.2994 -0.2925 -1.4026
5 H -0.7555 1.8005 -1.4806
6 H -0.0811 1.2527 0.0798
7 H -0.0793 0.9187 2.8893
8 H 1.1952 -1.8377 -1.0602
9 H -1.7749 0.9931 -0.3193
10 H 0.2375 -1.4505 0.3780
11 H 0.1879 -0.6826 2.6289
12 H -1.1119 -0.9597 -1.6843
13 H 0.3674 0.3736 1.3845
14 H 0.2520 0.0036 -2.2883
15 H 1.5199 -0.3414 -0.2325

Forces on the atoms, in the same order (eV/Å):
0.02 0.11 0.60
-0.30 0.21 -0.12
-0.17 -0.75 -0.16
0.56 0.19 0.51
0.10 0.48 0.21
0.13 0.59 -0.20
0.12 -0.28 -0.27
0.00 -0.25 0.12
-0.20 -0.20 0.05
0.04 -0.16 -0.10
-0.01 0.18 -0.08
-0.04 0.14 -0.06
-0.14 -0.05 -0.23
-0.14 -0.19 -0.35
0.03 -0.02 0.05

2.
Here is a single C6H14 molecule from the Open Molecules 2025 dataset. Energies are from wB97M-V/def2-TZVPD.

- E_LUMO (eV) = 1.17
- energy above the lowest of the compared OMol25 structures with the same formula, charge and spin (kJ/mol) = 7.37
- 2S+1 = 1
- SMILES string = CC(C)C(C)C

Cartesian coordinates (Å):
1 C 1.6447 -0.4181 1.0826
2 C 1.2169 0.7119 -1.1150
3 C 0.6778 0.4751 0.3019
4 C -1.8620 0.9125 0.0606
5 C -0.7590 -0.0968 0.3815
6 C -0.9503 -1.3810 -0.4306
7 H -2.0073 1.0676 -1.0148
8 H 1.7671 -1.3905 0.5901
9 H -1.9832 -1.7389 -0.3484
10 H -0.9299 -0.3648 1.4359
11 H -0.7450 -1.2276 -1.4970
12 H 0.5797 1.3792 -1.7070
13 H 2.2117 1.1724 -1.0622
14 H 1.2727 -0.5995 2.0977
15 H 1.3318 -0.2271 -1.6702
16 H -0.2938 -2.1804 -0.0711
17 H -1.6696 1.8887 0.5215
18 H 2.6371 0.0398 1.1611
19 H -2.7965 0.5229 0.4795
20 H 0.6570 1.4546 0.8038

Forces on the atoms, in the same order (eV/Å):
0.04 -0.06 0.04
-0.04 0.00 -0.06
-0.01 0.03 0.05
-0.02 0.04 -0.04
0.00 -0.03 0.07
0.04 -0.06 -0.03
0.08 -0.04 0.11
0.00 0.14 0.07
0.15 0.05 0.03
0.22 0.03 -0.11
-0.04 0.03 0.17
0.02 -0.11 0.12
-0.19 -0.06 0.01
0.09 0.02 -0.13
-0.06 0.12 0.11
-0.09 0.08 -0.10
-0.01 -0.15 -0.05
-0.13 -0.06 -0.03
0.00 0.18 -0.20
-0.05 -0.15 -0.03

3.
Here is a molecular structure, C10H16BrMnNOSe2 at a distorted geometry from the Open Molecules 2025 dataset. Energies are from wB97M-V/def2-TZVPD.

- E_LUMO (spin up / spin down) (eV) = -2.44 / -3.00
- charge = +1
- energy above the lowest of the compared OMol25 structures with the same formula, charge and spin (kJ/mol) = 38.99
- 2S+1 = 5
- <S²> = 6.069

Cartesian coordinates (Å):
1 Br -1.9632 -1.2536 1.5718
2 Se 0.3214 -2.3972 -1.1933
3 Se 2.3563 -0.7944 0.9340
4 Mn 0.1860 -0.3717 0.0631
5 O -5.8633 0.1290 -1.5716
6 N -1.8304 0.1254 -0.7679
7 C 2.0232 -3.2033 -0.5871
8 C -4.5516 0.1569 -1.3498
9 C -3.6309 0.8063 -2.1743
10 C -2.7295 -0.4635 0.0134
11 C 0.7504 -2.2309 -3.0828
12 C 0.3088 1.3969 0.7822
13 C 2.4950 -0.6070 2.8596
14 C -2.2942 0.7646 -1.8449
15 C 2.3738 -2.7692 0.8174
16 C -4.0792 -0.5013 -0.2097
17 H 2.5594 0.4593 3.0586
18 H -0.5643 1.7817 1.3160
19 H -0.0732 -1.7009 -3.5545
20 H 1.6184 -1.0219 3.3470
21 H 1.2011 1.9605 1.0590
22 H 3.4063 -1.0954 3.1940
23 H -4.7683 -0.9992 0.4566
24 H 1.6734 -1.6723 -3.2074
25 H 1.9073 -4.2835 -0.6365
26 H -1.5481 1.2740 -2.4412
27 H 1.6598 -3.1420 1.5506
28 H -6.1114 0.6228 -2.3611
29 H 2.7837 -2.8956 -1.3038
30 H 0.8316 -3.2277 -3.5047
31 H 3.3711 -3.1120 1.0875
32 H -3.9575 1.3432 -3.0554

Forces on the atoms, in the same order (eV/Å):
-0.40 -0.15 0.06
0.25 -1.14 -0.32
0.33 -0.47 0.18
-0.61 2.00 -0.15
-0.17 -0.07 0.08
0.07 -0.52 0.30
-0.06 0.04 -0.13
0.38 0.00 0.05
-0.10 0.04 -0.04
0.13 0.07 -0.02
-0.01 0.12 0.03
0.30 -0.22 -0.07
-0.06 0.04 0.04
0.13 0.06 0.00
0.02 0.28 0.11
-0.26 0.00 0.02
-0.04 0.00 -0.03
0.03 -0.07 0.14
-0.01 0.00 0.01
0.00 -0.03 -0.01
-0.02 0.08 -0.09
-0.01 -0.04 -0.03
0.03 0.01 0.02
0.00 0.00 -0.01
0.01 -0.01 -0.01
-0.04 -0.02 -0.06
0.00 -0.02 0.00
0.04 0.04 -0.06
0.01 0.00 0.01
0.01 -0.01 0.00
0.01 -0.03 -0.01
0.03 0.01 0.00

4.
Here is 2 unconnected molecules or ions with the total composition C17H40N2O9PS2 at a distorted geometry from the Open Molecules 2025 dataset. Energies are from wB97M-V/def2-TZVPD.

- E_LUMO (eV) = 2.31
- charge = -1
- 2S+1 = 1

Cartesian coordinates (Å):
1 S -0.5554 -3.0946 0.9247
2 S -3.3078 -3.1664 0.0027
3 P 1.6579 -0.4506 -2.2033
4 O 1.3585 1.2690 -2.3293
5 O -4.5955 -4.0567 0.2043
6 O 1.3007 -1.3066 -3.6769
7 O -2.2673 2.4526 -2.7264
8 O 3.2013 -0.7754 -1.8666
9 O -3.1669 -3.0354 -1.5641
10 O 0.4408 -3.9639 1.7850
11 O -0.7628 -1.7779 1.7107
12 O -3.6518 -1.6759 0.7578
13 N -3.5129 2.1033 0.0649
14 N -1.9898 -4.0681 0.7142
15 C 2.5982 2.0303 -2.5482
16 C -3.7352 2.2403 -2.5834
17 C 3.1009 2.5767 -1.0772
18 C 3.1938 0.2623 2.9391
19 C -3.5705 -0.5417 -0.1754
20 C -4.2931 2.7082 -1.0820
21 C -1.2606 -1.5577 -3.7311
22 C 3.0831 -2.8133 3.5620
23 C -4.1301 0.8239 0.5878
24 C 0.3508 -2.6722 -0.6686
25 C 2.5623 -1.7197 4.4815
26 C 0.0776 -0.8163 -4.3307
27 C 4.0641 1.7275 4.8354
28 C -4.4298 3.1909 -3.7666
29 C 2.1034 -0.4659 3.7330
30 C 4.4075 0.7154 3.7531
31 C 0.6685 -1.0640 -0.6687
32 H 4.2606 2.4225 -0.8913
33 H -4.4051 2.6328 -4.7970
34 H -2.4445 -0.3543 -0.4331
35 H -3.8706 0.6770 1.7344
36 H 1.3431 -0.8585 0.2944
37 H 2.3187 -3.1109 2.8373
38 H 1.6538 0.2278 4.4539
39 H 3.3289 -1.4659 5.2217
40 H 1.2984 -0.7411 3.0403
41 H 0.1654 -1.1147 -5.4795
42 H 4.9730 2.0453 5.3565
43 H -5.5335 3.4967 -3.4673
44 H 5.1324 1.1729 3.0692
45 H -0.2684 -0.3715 -0.5592
46 H 4.9115 -0.1463 4.2038
47 H -2.0832 3.2040 -2.0654
48 H 3.5407 -0.3811 2.1223
49 H 1.7101 -2.1169 5.0459
50 H 2.9163 3.7497 -0.9542
51 H -4.0584 1.1188 -2.7270
52 H -2.4936 2.0088 -0.1376
53 H -5.4484 2.4104 -1.0663
54 H -1.0565 -2.7230 -3.6923
55 H 3.3561 -3.6976 4.1471
56 H -3.7705 4.1772 -3.8898
57 H -0.1727 -3.0691 -1.6444
58 H 2.2999 2.9951 -3.1827
59 H -4.1829 -0.6653 -1.1649
60 H -2.2572 -1.2865 -4.3216
61 H -5.3141 0.7876 0.4483
62 H 2.7411 1.1392 2.4583
63 H 3.9730 -2.4914 3.0144
64 H -0.0673 0.3451 -4.3104
65 H 2.4448 2.0623 -0.2252
66 H 3.4199 1.4753 -3.1701
67 H -1.4556 -1.2315 -2.6022
68 H -4.2344 3.8956 -1.0791
69 H 1.4108 -3.2193 -0.6303
70 H 3.3851 1.3057 5.5825
71 H 3.5934 2.6170 4.4029

Forces on the atoms, in the same order (eV/Å):
1.63 -0.41 5.70
-3.86 -4.84 -3.75
5.41 -1.37 1.17
1.25 -3.04 -0.60
4.70 3.42 0.44
-1.14 3.06 2.35
-1.69 0.80 2.13
-5.52 1.46 -1.56
0.59 1.01 5.20
-3.28 2.09 -3.71
-0.05 -3.02 -3.15
0.55 -0.57 -2.24
-1.81 -0.62 -0.75
0.29 3.93 -0.79
0.64 2.12 0.09
-1.23 1.12 -0.33
0.09 0.51 0.41
0.04 -0.18 -0.06
0.45 1.81 -0.37
0.25 0.21 -1.62
0.30 0.10 0.86
0.04 -0.16 -0.04
0.08 -1.83 0.60
1.56 0.24 -1.54
-0.12 0.03 -0.04
-2.10 -0.39 -1.70
0.11 0.03 0.18
0.32 0.01 0.43
-0.10 0.09 0.05
-0.03 0.06 -0.18
-0.69 0.38 0.64
-2.55 0.02 -0.37
-0.18 1.07 2.02
-2.03 -0.37 0.36
-0.58 0.43 -2.37
-1.26 -0.23 -2.42
0.09 0.03 0.09
0.02 -0.01 -0.06
-0.01 0.07 0.03
0.05 -0.04 0.10
0.03 0.56 2.50
-0.12 0.04 0.00
2.22 -0.70 -0.75
-0.02 -0.09 0.04
1.54 -1.59 -0.18
-0.07 0.01 -0.06
-0.21 -1.62 -1.59
-0.04 0.04 0.04
0.07 0.09 -0.06
0.29 -2.53 -0.47
1.18 2.10 0.11
-1.33 -0.10 0.06
2.64 0.61 0.27
-0.67 2.44 -0.30
0.00 0.03 -0.11
-1.49 -2.16 0.40
0.60 0.95 2.23
0.38 -2.24 1.27
1.22 -0.28 1.93
2.35 -0.69 1.09
2.66 0.53 0.43
0.05 -0.02 0.03
0.00 -0.01 0.01
0.57 -2.12 0.27
1.68 0.93 -1.93
-1.68 0.71 1.55
0.42 -0.65 -2.44
-0.05 -2.33 0.19
-2.47 1.09 0.25
0.03 0.07 -0.09
0.00 -0.09 0.07